i | ORCA calculation (ωB97M-V with the def2-TZVPD basis set) on an isolated molecule of C5H8S.

Computed properties:
LUMO level in eV: 1.0
HOMO-LUMO gap in eV: 9.51
HOMO in eV: -8.511
SMILES string: C1SC[C@H]2C[C@H]12

The geometry in ORCA input format:
```
! RIJCOSX wB97M-V def2-TZVPD def2/J DEFGRID3
* xyz 0 1
C -0.85142 -1.37962 -0.14743
S -2.04749 -0.01598 -0.07762
C -0.68801 1.45665 0.13616
C 0.52679 0.64934 -0.48592
C 1.69077 -0.16203 -0.08915
C 0.39776 -0.67003 0.39051
H -0.88336 -1.64287 -1.14252
H -1.36984 -2.06763 0.68757
H -0.61382 1.88351 1.15457
H -0.98483 2.35203 -0.54191
H 0.31521 0.31646 -1.42226
H 2.30550 -0.50563 -0.83528
H 2.03894 0.15064 0.99877
H 0.16380 -0.36485 1.37450
*
```

Let us look at the Mulliken charges, expressed in e, one per atom: atom 1 (C): -0.66, atom 2 (S): -0.13, atom 3 (C): -0.60, atom 4 (C): -0.30, atom 5 (C): -0.28, atom 6 (C): -0.31, atom 7 (H): 0.35, atom 8 (H): 0.28, atom 9 (H): 0.31, atom 10 (H): 0.33, atom 11 (H): 0.26, atom 12 (H): 0.36, atom 13 (H): 0.16, atom 14 (H): 0.23

ii | ORCA calculation (ωB97M-V with the def2-TZVPD basis set) on an isolated molecule of C5H8S.

Computed properties:
LUMO level in eV: 0.1
HOMO-LUMO gap in eV: 8.27
HOMO in eV: -8.145

The geometry in ORCA input format:
```
! RIJCOSX wB97M-V def2-TZVPD def2/J DEFGRID3
* xyz 0 1
C -0.70344 -2.13186 0.93483
C 0.04855 -0.32257 0.23312
C 0.22482 0.80256 -0.46422
C 0.13578 -0.97315 1.50805
C 0.00294 1.08740 -1.92943
S 1.42633 1.99640 0.33106
H -1.64978 -1.88904 0.82506
H -0.30925 -0.38080 2.32666
H 1.12583 -1.27062 1.88012
H -0.30943 -2.83839 0.27409
H -0.66072 2.02183 -2.07686
H -0.62834 0.25422 -2.53312
H 0.89967 1.30866 -2.32937
H 0.39703 2.33536 1.02002
*
```

Let us look at the Mulliken charges, expressed in e, one per atom: atom 1 (C): -0.85, atom 2 (C): -0.02, atom 3 (C): -0.02, atom 4 (C): -0.12, atom 5 (C): -1.02, atom 6 (S): -0.21, atom 7 (H): 0.39, atom 8 (H): 0.25, atom 9 (H): 0.25, atom 10 (H): 0.35, atom 11 (H): 0.26, atom 12 (H): 0.26, atom 13 (H): 0.35, atom 14 (H): 0.15

Name the least stable of them. ii.

i | ORCA calculation (ωB97M-V with the def2-TZVPD basis set) on an isolated molecule of C5H8S.

Computed properties:
LUMO level in eV: 1.0
HOMO-LUMO gap in eV: 9.85
HOMO in eV: -8.820
SMILES string: C=C(C)[C@H]1CS1

The geometry in ORCA input format:
```
! RIJCOSX wB97M-V def2-TZVPD def2/J DEFGRID3
* xyz 0 1
C -2.15531 -0.11695 -0.02906
C -0.97387 0.38048 -0.49942
C -0.83385 0.69453 -1.95956
C 0.25613 0.54866 0.43803
C 0.46379 -0.28336 1.62806
S 1.61495 -0.58885 0.26149
H -2.22397 -0.60739 0.99152
H -3.02283 -0.36307 -0.66248
H 0.07193 0.17039 -2.23480
H -0.67906 1.76977 -2.15833
H -1.78359 0.48562 -2.47545
H 0.53702 1.56468 0.61101
H 0.81053 0.22585 2.45394
H -0.09047 -1.16444 1.82231
*
```

Let us look at the Mulliken charges, expressed in e, one per atom: atom 1 (C): -0.86, atom 2 (C): 0.52, atom 3 (C): -1.08, atom 4 (C): -0.08, atom 5 (C): -0.86, atom 6 (S): -0.13, atom 7 (H): 0.24, atom 8 (H): 0.25, atom 9 (H): 0.29, atom 10 (H): 0.27, atom 11 (H): 0.33, atom 12 (H): 0.42, atom 13 (H): 0.31, atom 14 (H): 0.38

ii | ORCA calculation (ωB97M-V with the def2-TZVPD basis set) on a structure of composition C5H8S.

Computed properties:
LUMO level in eV: 1.0
HOMO-LUMO gap in eV: 9.58
HOMO in eV: -8.567

The geometry in ORCA input format:
```
! RIJCOSX wB97M-V def2-TZVPD def2/J DEFGRID3
* xyz 0 1
C 0.32772 1.89669 -2.03187
C 0.13583 0.70384 -1.47505
C 0.40881 0.58675 0.01022
C 1.00455 -0.85332 0.35676
C -0.90549 0.30019 0.70155
H 0.58716 2.79407 -1.42583
H 0.23566 2.05893 -3.10604
H 0.00783 -0.17890 -2.06491
H 0.94354 1.44843 0.43185
H 1.84310 -0.70683 1.08932
H 1.55284 -1.36253 -0.45759
H -1.75671 0.50328 0.05054
H -1.07092 1.14720 1.37130
S -0.51069 -1.34428 1.17135
*
```

Let us look at the Mulliken charges, expressed in e, one per atom: atom 1 (C): -0.75, atom 2 (C): -0.40, atom 3 (C): 0.26, atom 4 (C): -0.85, atom 5 (C): -0.77, atom 6 (H): 0.20, atom 7 (H): 0.27, atom 8 (H): 0.37, atom 9 (H): 0.44, atom 10 (H): 0.29, atom 11 (H): 0.42, atom 12 (H): 0.37, atom 13 (H): 0.33, atom 14 (S): -0.19

Name the least stable of them. ii.

i | ORCA calculation (ωB97M-V with the def2-TZVPD basis set) on an isolated molecule of C5H8S.

Computed properties:
LUMO level in eV: 0.9
HOMO-LUMO gap in eV: 9.99
HOMO in eV: -9.097
SMILES string: C=C=C[C@H](C)S

The geometry in ORCA input format:
```
! RIJCOSX wB97M-V def2-TZVPD def2/J DEFGRID3
* xyz 0 1
C 1.29473 2.64065 0.55150
C 0.73274 1.57630 0.08209
C 0.25473 0.56502 -0.48140
C -0.26814 -0.63718 0.20529
C -0.23041 -1.85657 -0.66343
S -2.14482 -0.25091 0.44014
H 0.57201 3.32095 0.95531
H 2.36000 2.82866 0.69773
H -0.03118 0.49703 -1.45798
H 0.30223 -0.62903 1.17064
H 0.81074 -2.18051 -0.63126
H -0.59683 -1.76364 -1.74093
H -0.77585 -2.62709 -0.26387
H -2.27996 -1.48368 1.13615
*
```

Let us look at the Mulliken charges, expressed in e, one per atom: atom 1 (C): -0.87, atom 2 (C): 0.02, atom 3 (C): -0.35, atom 4 (C): 0.16, atom 5 (C): -1.18, atom 6 (S): -0.23, atom 7 (H): 0.23, atom 8 (H): 0.27, atom 9 (H): 0.44, atom 10 (H): 0.34, atom 11 (H): 0.34, atom 12 (H): 0.27, atom 13 (H): 0.43, atom 14 (H): 0.13

ii | ORCA calculation (ωB97M-V with the def2-TZVPD basis set) on a cluster of 2 separate species, C5H8S in total.

Computed properties:
LUMO level in eV: 0.3
HOMO-LUMO gap in eV: 8.76
HOMO in eV: -8.491

The geometry in ORCA input format:
```
! RIJCOSX wB97M-V def2-TZVPD def2/J DEFGRID3
* xyz 0 1
C 3.46618 -0.66408 -1.87354
C 2.72596 0.14510 -2.34568
C -0.85953 1.15740 0.34087
C -1.00070 -0.36720 0.33607
C 0.19867 -0.99142 -0.26775
S 0.91215 -2.25525 0.49482
H 4.13259 -1.38030 -1.49498
H 0.01554 1.44666 0.91848
H -1.73829 1.61818 0.78925
H -0.74390 1.53092 -0.67236
H -1.82375 -0.63815 -0.33459
H -1.25154 -0.72730 1.34747
H 2.05979 0.86184 -2.72329
H 0.20316 -2.47923 1.66059
*
```

Let us look at the Mulliken charges, expressed in e, one per atom: atom 1 (C): -0.51, atom 2 (C): -0.24, atom 3 (C): -1.09, atom 4 (C): -0.17, atom 5 (C): -0.20, atom 6 (S): -0.09, atom 7 (H): 0.38, atom 8 (H): 0.32, atom 9 (H): 0.32, atom 10 (H): 0.28, atom 11 (H): 0.22, atom 12 (H): 0.33, atom 13 (H): 0.38, atom 14 (H): 0.07

Name the least stable of them. ii.

i | ORCA calculation (ωB97M-V with the def2-TZVPD basis set) on an isolated molecule of C5H8N2O3S.

Computed properties:
LUMO level in eV: 0.5
HOMO-LUMO gap in eV: 8.67
HOMO in eV: -8.197
SMILES string: O=C1CN(O)CCNC(=S)O1

The geometry in ORCA input format:
```
! RIJCOSX wB97M-V def2-TZVPD def2/J DEFGRID3
* xyz 0 1
O 2.31046 -2.51854 0.07350
C 1.60551 -1.53940 0.12982
C 0.43802 -1.29705 1.19394
N -0.34307 0.14808 0.86979
O -0.38491 1.01819 1.88551
C -1.50597 0.20160 0.02428
C -1.03252 0.14097 -1.47792
N 0.14197 0.97500 -1.53968
C 1.14118 0.67815 -0.62621
S 1.99829 2.01292 -0.09327
O 1.76409 -0.49457 -0.71908
H 0.79601 -1.05858 2.18360
H -0.27436 -2.07594 1.25163
H 0.24898 1.76053 1.93775
H -2.16826 1.06573 0.42397
H -2.12643 -0.66860 0.28964
H -0.79876 -0.88309 -1.73082
H -1.65359 0.54718 -2.26093
H -0.15665 1.98740 -1.81555
*
```

Let us look at the Mulliken charges, expressed in e, one per atom: atom 1 (O): -0.53, atom 2 (C): 0.61, atom 3 (C): -0.48, atom 4 (N): 0.19, atom 5 (O): -0.48, atom 6 (C): -0.62, atom 7 (C): -0.65, atom 8 (N): -0.27, atom 9 (C): 0.23, atom 10 (S): -0.38, atom 11 (O): -0.25, atom 12 (H): 0.33, atom 13 (H): 0.31, atom 14 (H): 0.28, atom 15 (H): 0.33, atom 16 (H): 0.32, atom 17 (H): 0.23, atom 18 (H): 0.47, atom 19 (H): 0.36

ii | ORCA calculation (ωB97M-V with the def2-TZVPD basis set) on a cluster of 3 separate species, C5H8N2O3S in total.

Computed properties:
LUMO level (alpha / beta) in eV: 0.3 / 0.3
HOMO-LUMO gap (alpha / beta) in eV: 7.80 / 7.80
HOMO (alpha / beta) in eV: -7.531 / -7.529
SMILES string: O/C=C1\N=CCS1.O=C=O.N

The geometry in ORCA input format:
```
! RIJCOSX wB97M-V def2-TZVPD def2/J DEFGRID3
* xyz 0 1
O 2.12134 -3.52466 -1.18491
C 1.45843 -3.03897 -0.15024
C 0.95403 -1.71580 -0.17099
N 1.18051 -0.84202 -1.14748
C 0.54503 0.28769 -1.05239
C -0.21749 0.60890 0.19029
S -0.18767 -1.06148 1.05827
H 2.42562 -2.84676 -1.82294
H 1.22817 -3.71333 0.65043
H 0.88115 1.01191 -1.78781
H 0.35539 1.37451 0.74707
H -1.19544 0.99524 0.16502
O 3.11305 1.11832 0.64460
C 2.94392 2.09816 0.06225
O 2.95636 3.11879 -0.46972
N -4.78215 1.32000 0.92022
H -4.37681 2.09864 0.30732
H -3.90723 0.98528 1.47457
H -5.49619 1.72560 1.56644
*
```

Let us look at the Mulliken charges, expressed in e, one per atom: atom 1 (O): -0.52, atom 2 (C): -0.40, atom 3 (C): 0.65, atom 4 (N): -0.47, atom 5 (C): -0.57, atom 6 (C): -0.34, atom 7 (S): -0.19, atom 8 (H): 0.37, atom 9 (H): 0.35, atom 10 (H): 0.51, atom 11 (H): 0.19, atom 12 (H): 0.39, atom 13 (O): -0.34, atom 14 (C): 0.73, atom 15 (O): -0.37, atom 16 (N): -0.66, atom 17 (H): 0.23, atom 18 (H): 0.22, atom 19 (H): 0.23

Name the least stable of them. i.